(1)
{
  "formula": "C19H12IN4O4S2V",
  "method": "the ωB97M-V functional and the def2-TZVPD basis",
  "elements": ["V", "O", "C", "N", "C", "O", "C", "C", "C", "C", "C", "N", "C", "C", "C", "C", "C", "N", "H", "H", "H", "H", "H", "H", "H", "H", "O", "S", "O", "N", "C", "S", "C", "C", "C", "C", "C", "C", "H", "H", "H", "H", "I"],
  "positions_angstrom": [[0.3520, -0.7523, -1.1353], [3.8251, 1.4655, -1.4742], [2.7289, 0.9429, -1.4725], [2.3564, -0.3195, -1.1283], [3.1758, -1.2312, -0.5409], [4.3627, -1.1660, -0.2856], [2.4235, -2.5233, -0.1712], [3.1223, -3.5371, 0.4593], [2.4608, -4.7235, 0.7296], [1.1312, -4.8520, 0.3611], [0.4952, -3.7736, -0.2283], [1.1249, -2.6247, -0.4683], [1.5266, 1.7830, -1.9396], [1.7382, 3.0746, -2.3908], [0.6520, 3.8161, -2.8181], [-0.6095, 3.2418, -2.7951], [-0.7363, 1.9424, -2.3391], [0.3084, 1.2358, -1.9129], [4.1624, -3.3653, 0.6946], [2.9778, -5.5399, 1.2184], [0.5784, -5.7639, 0.5390], [-0.5495, -3.8017, -0.5103], [2.7488, 3.4566, -2.3840], [0.7855, 4.8317, -3.1696], [-1.4875, 3.7787, -3.1268], [-1.6912, 1.4311, -2.3164], [-1.1948, -2.0252, 1.9148], [-1.4066, -0.9117, 1.0337], [-1.8371, -1.2314, -0.3301], [-0.1255, 0.0775, 0.8606], [-0.3422, 1.2980, 1.3860], [0.7130, 2.5551, 1.3642], [-1.7317, 1.4165, 1.9640], [-2.3068, 2.5127, 2.5849], [-3.6163, 2.4021, 3.0303], [-4.3378, 1.2190, 2.8634], [-3.7625, 0.1179, 2.2466], [-2.4602, 0.2591, 1.8037], [-1.7246, 3.4170, 2.7035], [-4.0874, 3.2468, 3.5168], [-5.3577, 1.1630, 3.2223], [-4.3032, -0.8095, 2.1140], [-0.0813, -1.7331, -3.6732]],
  "atomic_forces_ev_per_a": [[-0.45, -0.14, -0.48], [0.07, -0.09, 0.03], [-0.09, 0.30, -0.14], [-0.09, 0.02, 0.16], [0.01, -0.16, 0.04], [0.02, 0.06, -0.01], [0.42, 0.36, 0.05], [-0.07, -0.17, -0.13], [0.09, 0.04, 0.04], [-0.11, 0.02, -0.04], [-0.04, 0.00, 0.05], [0.09, 0.05, 0.17], [0.28, -0.12, 0.02], [-0.01, 0.04, -0.01], [0.06, 0.04, 0.00], [-0.10, -0.09, 0.02], [0.03, 0.05, 0.02], [0.09, 0.04, 0.09], [0.00, -0.02, 0.00], [-0.01, -0.01, 0.00], [0.01, -0.01, 0.01], [0.00, -0.03, 0.01], [0.00, 0.00, 0.00], [0.00, 0.00, 0.00], [0.02, 0.03, -0.01], [-0.01, 0.02, 0.00], [0.00, -0.05, -0.04], [-0.06, 0.13, -0.05], [0.15, -0.03, 0.20], [-0.17, -0.26, 0.25], [-0.19, -0.10, -0.05], [0.12, 0.15, 0.02], [0.27, 0.05, -0.05], [-0.03, -0.01, 0.03], [0.04, -0.02, -0.03], [-0.04, 0.04, 0.03], [0.07, 0.06, -0.01], [-0.27, -0.06, 0.03], [-0.02, 0.01, 0.01], [-0.01, 0.00, 0.00], [0.00, -0.01, -0.01], [-0.01, 0.00, 0.00], [-0.08, -0.13, -0.23]],
  "mulliken_spin": [2.953, 0.013, -0.001, -0.032, 0.001, 0.014, 0.039, -0.012, 0.021, -0.009, 0.040, -0.074, 0.029, -0.007, 0.014, -0.006, 0.029, -0.065, -0.001, 0.003, -0.001, 0.004, -0.001, 0.002, 0.000, 0.005, 0.004, -0.013, 0.018, -0.013, 0.018, 0.020, -0.001, 0.004, -0.001, 0.002, 0.000, 0.009, 0.000, 0.000, 0.000, 0.000, -0.007],
  "spin_multiplicity": 4,
  "homo_lumo_gap_ev": [6.137, 7.227],
  "s2": 3.761,
  "total_charge": -1,
  "e_lumo_ev": [2.2, 2.2],
  "homo_ha": [-0.1454, -0.1855],
  "e_tot_ev": -89513.44817,
  "fmax_ev_per_a": 0.7
}



(2)
{
  "formula": "C3H4Cl4O",
  "method": "the ωB97M-V functional and the def2-TZVPD basis",
  "elements": ["C", "C", "Cl", "Cl", "C", "O", "Cl", "Cl", "H", "H", "H", "H"],
  "positions_angstrom": [[0.1966, 0.0421, 1.5408], [-0.0338, 0.6340, 0.2434], [-1.7185, 1.2219, -0.0867], [0.9972, 1.9770, -0.3107], [0.2000, -0.6579, -1.1255], [-0.4017, -0.2217, -2.2228], [1.9967, -0.9735, -1.1273], [-0.6032, -2.1243, -0.5189], [0.2409, 0.8710, 2.2429], [-0.7318, -0.5638, 1.8873], [0.9331, -0.6499, 1.4117], [-1.0756, 0.4453, -1.9342]],
  "atomic_forces_ev_per_a": [[-4.25, 0.76, 1.75], [-0.60, -1.06, -5.02], [0.15, -0.28, 0.59], [0.18, -0.32, 0.70], [-0.18, 1.68, 3.32], [0.57, 0.43, -0.50], [-1.22, 0.29, -0.65], [0.01, -0.33, 0.05], [0.89, -0.34, 0.46], [1.41, 1.01, -0.87], [2.68, -1.45, 0.48], [0.37, -0.40, -0.30]],
  "nbo_charge": [-0.723, -0.007, -0.036, 0.008, 0.260, -0.704, -0.018, -0.040, 0.246, 0.256, 0.255, 0.502],
  "homo_lumo_gap_ev": 10.830,
  "smiles": "CC(Cl)(Cl)C(O)(Cl)Cl",
  "e_lumo_ev": 0.5,
  "homo_ha": -0.3798,
  "e_tot_ev": -55311.95115,
  "fmax_ev_per_a": 5.2
}



> What is the formula in the second record?

C3H4Cl4O